DFT (ωB97M-V/def2-TZVPD) results for a molecular structure, C18H20Cl2O7S2TeYb at a distorted geometry.

The total charge is -1. The multiplicity is 2. The highest occupied orbital energy (alpha / beta) comes out at -1.62 / -1.61 eV. For the frontier orbital gap (alpha / beta), the calculation gives 0.1168 / 0.0984 Ha. The value obtained for the calculated total energy is -118858.9539 eV.

Atoms and positions in Å:
Yb 11.686 -9.369 13.501
Te 8.784 -6.189 11.863
Cl 11.280 -7.515 11.792
Cl 10.642 -11.689 12.355
S 13.971 -9.556 14.931
S 10.663 -9.030 16.000
O 15.412 -9.716 15.022
O 7.090 -6.922 14.234
O 10.687 -10.338 15.248
O 13.543 -8.317 14.322
O 10.892 -7.911 15.065
O 13.247 -10.715 14.356
O 9.591 -8.825 16.900
C 9.118 -5.676 14.799
C 12.174 -9.023 17.113
C 6.409 -6.642 10.165
C 11.964 -8.516 18.407
C 8.170 -6.244 13.844
C 5.636 -6.404 8.994
C 8.029 -8.197 11.332
C 6.087 -6.312 15.006
C 6.988 -7.910 10.306
C 5.736 -8.735 8.354
C 12.079 -11.809 11.481
C 14.436 -9.629 17.636
C 6.851 -5.518 11.081
C 5.282 -7.443 8.138
C 14.207 -9.203 18.966
C 6.684 -8.917 9.337
C 13.467 -9.378 16.661
C 13.011 -8.552 19.273
H 6.402 -6.434 16.075
H 9.824 -6.462 15.204
H 6.251 -5.496 11.931
H 9.840 -4.985 14.264
H 10.983 -7.966 18.584
H 15.423 -9.936 17.363
H 5.284 -9.536 7.762
H 7.599 -8.648 12.227
H 5.268 -5.373 8.729
H 8.607 -5.240 15.655
H 5.962 -5.253 14.796
H 7.055 -4.517 10.582
H 12.049 -11.157 10.535
H 15.035 -9.120 19.632
H 4.535 -7.218 7.350
H 12.933 -7.991 20.219
H 5.109 -6.800 14.833
H 7.164 -9.913 9.417
H 12.764 -12.661 11.686
H 8.971 -8.740 11.133

DFT (ωB97M-V/def2-TZVPD) results for a molecular structure, C55H60F3IN3O3P at a distorted geometry.

The multiplicity is 1. The highest occupied orbital energy comes out at -8.49 eV. For the frontier orbital gap, the calculation gives 0.2942 Ha. The value obtained for the calculated total energy is -94158.9512 eV.

Atoms and positions in Å:
I -0.302 4.956 -0.919
P 2.192 3.134 -0.293
F 0.304 -2.948 -0.667
F 2.140 -1.672 -0.480
F 0.847 -1.660 -2.328
O 1.556 3.041 -3.400
O -2.294 -0.340 2.356
O 0.039 -0.787 -0.369
N -0.266 -0.574 3.394
N -0.501 2.043 -2.997
N 3.137 4.234 -0.932
C -0.762 1.543 1.995
C -1.375 1.881 0.584
C 0.185 -2.612 6.768
C -0.776 0.663 -6.623
C 1.048 -4.530 1.970
C -3.080 -4.335 -1.140
C 4.754 -1.032 6.728
C 4.800 -1.876 4.474
C 4.709 0.347 -2.642
C 6.599 -1.596 -3.229
C 6.009 0.724 -2.951
C 0.622 0.536 -0.461
C -1.945 0.233 -2.417
C 0.120 -1.866 2.894
C -1.416 1.624 -1.879
C 0.850 -3.625 6.088
C -2.114 1.631 -8.858
C -3.668 -5.069 -2.163
C -1.412 -0.219 -7.487
C -0.382 -4.252 2.096
C 1.563 -2.137 2.746
C 0.669 2.746 -2.645
C 6.027 -1.256 4.266
C -4.153 -0.565 -1.234
C -4.583 9.032 -2.287
C 4.163 -1.762 5.704
C -0.415 1.703 -0.659
C -5.562 7.786 -0.476
C 1.965 -3.448 2.289
C -2.797 -0.630 -1.428
C -0.776 -2.943 2.560
C -3.715 -4.227 0.091
C 0.499 2.945 -1.080
C 1.421 -4.658 8.185
C -1.206 0.133 2.555
C -2.079 0.265 -8.606
C 0.143 -2.618 8.157
C 0.764 -3.640 8.866
C -4.940 -4.850 0.299
C 5.294 -1.967 -2.925
C 4.351 -0.991 -2.628
C 5.978 -0.407 6.518
C 6.613 -0.518 5.287
C -5.700 8.657 -1.549
C -4.895 -5.688 -1.957
C -0.814 2.030 -6.873
C -1.485 2.514 -7.989
C 0.854 -1.741 -0.959
C 1.466 -4.650 6.796
C -4.308 7.295 -0.135
C -3.330 8.538 -1.948
C -3.191 7.674 -0.870
C -5.532 -5.576 -0.727
C 6.957 -0.251 -3.240
C -2.695 2.551 -1.956
H 6.525 -1.347 3.307
H -0.300 -1.816 6.214
H 4.341 -2.449 3.677
H -1.216 2.279 2.722
H 1.261 0.652 0.459
H -6.677 9.044 -1.811
H -4.691 9.709 -3.126
H -5.433 -4.768 1.261
H -5.356 -6.257 -2.756
H 4.260 -0.948 7.689
H -2.459 8.829 -2.525
H -6.434 7.489 0.096
H 3.336 -1.269 -2.386
H 1.355 0.522 -1.318
H 7.567 -0.030 5.123
H 0.887 -3.617 5.004
H 7.975 0.037 -3.475
H 2.647 4.660 -1.722
H 3.053 -3.667 2.209
H -2.632 2.007 -9.731
H 0.345 1.705 2.080
H 3.960 1.097 -2.411
H -0.249 0.285 -5.753
H -0.319 2.720 -6.196
H -1.517 3.580 -8.183
H 0.735 -3.643 9.949
H -2.125 -3.847 -1.302
H -4.714 0.383 -1.025
H -2.571 -0.424 -9.283
H -1.139 -5.028 1.834
H -1.872 -2.753 2.669
H -2.769 3.352 -1.186
H 7.338 -2.355 -3.458
H -3.255 -3.656 0.890
H 1.960 3.548 1.069
H -1.388 -1.284 -7.289
H 2.915 1.893 -0.348
H 1.981 -5.442 6.266
H 5.013 -3.014 -2.919
H -0.373 -1.827 8.688
H 0.553 0.025 3.534
H 1.377 -5.536 1.626
H 6.437 0.167 7.315
H -2.307 1.254 0.485
H -4.732 -1.525 -1.220
H -2.212 7.294 -0.601
H -2.266 -1.426 -0.842
H 1.899 -5.459 8.738
H -4.200 6.617 0.704
H -2.610 0.461 -3.295
H -1.129 -0.417 -2.811
H -3.170 -5.158 -3.122
H -2.670 3.082 -2.949
H 2.268 -1.324 3.020
H -1.758 2.935 0.657
H 3.205 -2.244 5.865
H -3.668 2.000 -1.944
H -0.943 2.244 -3.892
H 6.282 1.772 -2.964
H -6.490 -6.057 -0.567